{"formula": "C45H57N4O6S2SiTi", "method": "ωB97M-V/def2-TZVPD", "elements": ["Ti", "C", "O", "C", "N", "C", "C", "C", "C", "C", "C", "C", "C", "C", "C", "C", "C", "N", "C", "N", "C", "C", "O", "C", "C", "C", "C", "C", "C", "H", "H", "H", "H", "H", "H", "H", "H", "H", "H", "H", "H", "H", "H", "H", "H", "H", "H", "H", "C", "C", "S", "C", "C", "S", "H", "H", "H", "H", "H", "H", "C", "C", "C", "C", "O", "Si", "O", "O", "C", "C", "C", "C", "O", "C", "C", "C", "C", "H", "H", "H", "H", "H", "H", "H", "H", "H", "H", "H", "H", "H", "H", "H", "H", "H", "H", "H", "H", "H", "H", "H", "H", "H", "H", "H", "N", "C", "C", "C", "C", "C", "C", "H", "H", "H", "H", "H"], "xyz": [[-0.08017, -0.00928, -0.73398], [-1.39504, 1.72497, 4.23255], [-1.49947, 0.33855, 3.88475], [-0.82810, 0.23052, 2.69218], [-0.52236, 1.30175, 2.09778], [-1.07380, 2.40284, 2.89328], [-0.15154, 3.58476, 3.02862], [1.04280, 3.65900, 2.32367], [1.84979, 4.78405, 2.44203], [1.47941, 5.83616, 3.26654], [0.28981, 5.76090, 3.98046], [-0.51967, 4.64243, 3.85824], [-0.47764, -1.14289, 2.27666], [-0.54814, -2.10795, 3.24098], [-0.11939, -3.43412, 2.92594], [0.35322, -3.69844, 1.69630], [0.39927, -2.65004, 0.70005], [-0.05442, -1.34027, 0.99604], [0.80828, -2.88161, -0.55679], [0.71237, -1.86395, -1.52017], [1.55817, -2.28069, -2.65312], [1.49272, -3.81339, -2.49455], [1.34498, -4.04385, -1.09116], [2.96200, -1.74121, -2.59220], [3.70048, -1.76395, -1.41323], [5.01230, -1.31432, -1.40517], [5.60176, -0.84435, -2.57012], [4.86790, -0.81376, -3.74719], [3.55414, -1.25775, -3.75305], [-0.57321, 1.84646, 4.94540], [-2.32973, 2.04115, 4.69124], [-1.99193, 2.73512, 2.39547], [1.32580, 2.83903, 1.67275], [2.77332, 4.83415, 1.87770], [2.11078, 6.71201, 3.35256], [-0.01207, 6.57771, 4.62481], [-1.45924, 4.59950, 4.40043], [-0.90103, -1.85098, 4.22563], [-0.16478, -4.21123, 3.67949], [0.70220, -4.68134, 1.40855], [1.08114, -1.94873, -3.57302], [2.40382, -4.30874, -2.82610], [0.62691, -4.22026, -3.02709], [3.24049, -2.10612, -0.49516], [5.56920, -1.31512, -0.47631], [6.62468, -0.48749, -2.55691], [5.31179, -0.42855, -4.65718], [2.96889, -1.20564, -4.66469], [4.11973, 2.40704, -0.75988], [2.81972, 1.74551, -1.15744], [2.00824, 0.85065, 0.11747], [2.28699, 1.83670, -2.37958], [2.91787, 2.57933, -3.52302], [0.76842, 1.04016, -2.75432], [4.26595, 2.32751, 0.31710], [4.13087, 3.46841, -1.02134], [4.97581, 1.93153, -1.24637], [3.88268, 3.00590, -3.24712], [2.26690, 3.38733, -3.86987], [3.07648, 1.90843, -4.37187], [-2.97376, 0.82406, -3.65971], [-4.16232, 0.77874, -2.70890], [-4.33203, -0.60585, -2.08980], [-5.43362, 1.19484, -3.43803], [-3.96326, 1.75504, -1.68407], [-3.04923, 1.67531, -0.32498], [-1.65545, 0.91515, -0.55063], [-3.82843, 0.87549, 0.86948], [-5.05615, 1.12801, 1.54498], [-4.76021, 1.99079, 2.76795], [-5.57980, -0.23578, 1.97679], [-6.06438, 1.82608, 0.63711], [-2.88991, 3.22483, 0.17798], [-2.28329, 4.34676, -0.48565], [-0.90637, 3.96299, -1.01425], [-2.16695, 5.44019, 0.56639], [-3.19390, 4.81064, -1.61881], [-3.13416, 0.14997, -4.50399], [-2.05444, 0.53462, -3.15127], [-2.84473, 1.83942, -4.03989], [-4.42812, -1.36916, -2.86554], [-5.22435, -0.62997, -1.45948], [-3.46951, -0.86292, -1.47460], [-5.64666, 0.50419, -4.25661], [-5.31575, 2.19978, -3.84676], [-6.28371, 1.19750, -2.75344], [-4.05338, 1.46620, 3.41237], [-5.67314, 2.18801, 3.33488], [-4.32423, 2.94099, 2.45530], [-4.82535, -0.73967, 2.58254], [-5.78462, -0.85430, 1.10113], [-6.49698, -0.13459, 2.56089], [-5.67550, 2.78681, 0.29540], [-6.99439, 2.00006, 1.18323], [-6.28038, 1.21686, -0.24092], [-0.29951, 3.52117, -0.22014], [-0.38907, 4.84703, -1.39444], [-0.97347, 3.23216, -1.82214], [-1.49217, 5.13115, 1.36365], [-3.14880, 5.65102, 0.99649], [-1.77449, 6.35713, 0.12255], [-3.29449, 4.03472, -2.37608], [-2.77894, 5.70799, -2.08396], [-4.18918, 5.04297, -1.23346], [-0.64053, -1.47665, -1.81503], [-1.44687, -2.40075, -2.49910], [-1.62116, -2.28964, -3.87753], [-2.40775, -3.20699, -4.55910], [-3.02169, -4.24634, -3.87185], [-2.85165, -4.35927, -2.49774], [-2.07390, -3.43932, -1.80992], [-1.14482, -1.46483, -4.39410], [-2.54253, -3.10940, -5.62964], [-3.63611, -4.96174, -4.40433], [-3.33605, -5.16207, -1.95548], [-1.94803, -3.50122, -0.73645]], "mulliken_charge": [0.030, -0.823, -0.465, -0.357, 0.376, 2.275, -1.086, 0.410, -0.737, -0.489, -0.673, -0.171, 0.334, -0.983, -0.817, -1.785, 0.289, 1.336, -0.545, 1.057, 0.274, -0.725, -0.642, 0.335, -0.368, -0.757, -0.490, -0.644, -0.190, 0.341, 0.460, -1.076, 0.264, 0.432, 0.392, 0.370, 0.368, 0.518, 0.405, 0.525, 0.234, 0.511, 0.184, 0.287, 0.375, 0.392, 0.375, 0.366, -2.201, 0.607, -0.620, 1.329, -1.795, -0.372, 0.407, 0.410, 0.304, 0.431, 0.256, 0.308, -1.454, 1.622, -0.815, -2.099, -0.340, -2.734, 2.647, 0.688, 1.863, -1.300, -1.802, -1.515, 0.806, 2.010, -1.136, -1.628, -1.727, 0.519, -0.085, 0.407, 0.492, 0.331, -0.252, 0.398, 0.337, 0.379, 0.143, 0.564, 0.065, 0.292, 0.321, 0.381, 0.127, 0.559, 0.210, -0.070, 0.656, -0.009, 0.179, 0.370, 0.410, 0.152, 0.428, 0.333, 0.515, -0.376, 0.018, -1.176, -0.593, -1.049, 0.070, 0.500, 0.399, 0.367, 0.402, 0.444], "orbital_gap_ha": 0.2154, "relative_energy_kj_mol": 124.0, "charge": -1, "max_force_ha_per_bohr": 0.0045, "molar_mass_g_mol": 890.1, "energy_ev": -118510.1758}